# C28H77N7O7

A cluster of 7 separate species, C28H77N7O7 in total at a distorted geometry (wB97M-V/def2-TZVPD, OMol25).

SMILES string   COC[C@H](C)N.COC[C@H](C)N.COC[C@H](C)N.COC[C@H](C)N.COC[C@H](C)N.COC[C@H](C)N.COC[C@H](C)N
Energy relative to the best compared isomer or geometry (same formula, charge and spin)   397.1 kJ/mol
Lowest unoccupied orbital energy   0.01579 Eh
Highest occupied orbital energy   -9.05 eV

Geometry as XYZ:
```
119
Properties=species:S:1:pos:R:3:forces:R:3:lowdin_charge:R:1
C 2.2932 3.1268 1.2013 0.0 -2.1 0.2 -0.049
C 3.7210 3.5279 0.7508 -1.2 0.3 0.1 -0.428
C 3.7685 3.5733 -0.7323 -1.2 -0.2 -1.9 -0.203
O 2.8515 4.5744 -1.1871 -0.2 -0.4 0.1 -0.212
C 2.5705 4.4774 -2.5655 0.3 1.8 0.0 -0.109
N 4.0333 4.8346 1.2522 -0.1 1.0 0.7 0.047
H 1.4024 3.2919 0.5952 0.5 0.8 -0.5 0.078
H 2.0014 3.4035 2.2144 0.5 0.3 0.1 0.072
H 2.3196 2.0376 1.2348 -0.2 -0.4 0.2 0.050
H 4.4558 2.8035 1.1021 -0.1 -0.1 0.2 0.126
H 3.3668 2.6433 -1.1347 0.3 -0.5 0.0 0.121
H 4.7124 3.7735 -1.2393 0.5 -0.1 0.5 0.131
H 3.5001 4.5437 -3.1308 0.2 -0.5 -0.2 0.086
H 2.0871 5.4282 -2.7896 -0.3 -0.1 -0.1 0.088
H 1.9179 3.6841 -2.9301 0.1 -0.5 0.5 0.087
H 3.4821 5.4562 0.6778 0.2 0.5 -0.6 0.067
H 3.4702 4.9032 2.0879 0.5 0.2 0.8 0.061
C -4.4517 3.2155 -3.6823 -0.8 -0.3 -2.0 -0.043
C -5.0064 2.2316 -4.7859 -0.8 1.6 0.5 -0.444
C -5.0089 2.7580 -6.2661 0.7 -0.1 1.1 -0.203
O -5.4915 1.7767 -7.1724 0.1 -0.1 -0.2 -0.209
C -5.2379 2.2079 -8.5205 -1.8 0.6 0.9 -0.091
N -4.3367 0.9944 -4.7641 0.4 -1.5 0.2 0.038
H -4.3049 2.7969 -2.6866 0.1 -0.5 -0.4 0.071
H -5.2893 3.9066 -3.5878 0.6 0.8 0.1 0.068
H -3.5416 3.6492 -4.0965 0.1 0.5 0.5 0.071
H -6.0441 2.1714 -4.4575 -0.3 -0.8 -0.4 0.124
H -3.9600 2.8608 -6.5442 0.4 0.7 0.1 0.114
H -5.5408 3.7055 -6.3522 -0.1 0.1 -0.2 0.124
H -5.7770 1.5564 -9.2082 0.8 -0.6 0.1 0.090
H -4.1937 2.4535 -8.7139 0.1 -0.5 -0.1 0.089
H -5.8340 3.1143 -8.6258 0.3 0.6 -0.2 0.079
H -4.5550 0.5616 -5.6501 0.1 -0.6 -0.1 0.061
H -3.3411 1.1641 -4.7749 0.3 0.0 0.1 0.061
C -0.7119 -3.2494 -2.9300 -0.4 0.7 0.4 -0.054
C 0.0334 -2.5762 -4.0818 -0.2 -0.7 0.0 -0.440
C -0.9476 -2.0898 -5.0924 -0.4 1.0 -1.3 -0.217
O -0.2990 -1.6431 -6.3108 -0.9 0.1 0.5 -0.204
C -1.2204 -0.9722 -7.2329 1.2 -0.7 1.9 -0.069
N 0.8773 -1.5052 -3.4862 0.0 -1.0 -0.7 0.062
H -0.0366 -3.8230 -2.2952 -0.2 -0.2 -0.1 0.080
H -1.6333 -3.7828 -3.1635 0.5 -0.6 -0.5 0.080
H -1.1316 -2.4551 -2.3127 0.3 0.3 0.2 0.056
H 0.6741 -3.2809 -4.6119 0.1 -0.4 0.0 0.137
H -1.5365 -1.3056 -4.6167 0.0 0.6 -0.1 0.112
H -1.6897 -2.8276 -5.3974 0.1 -0.6 0.2 0.125
H -2.1613 -1.5185 -7.2983 0.1 -0.3 -0.5 0.079
H -0.6144 -0.9095 -8.1367 -0.7 0.3 -0.1 0.090
H -1.4812 -0.0226 -6.7658 0.1 0.4 -0.4 0.073
H 1.5288 -1.2782 -4.2238 0.0 0.8 -0.5 0.069
H 1.4996 -2.1007 -2.9587 0.3 0.2 1.0 0.066
C -2.8578 0.1685 3.4956 0.1 -0.2 -0.6 -0.084
C -4.2946 -0.2694 3.7927 -0.6 0.2 -0.1 -0.371
C -5.1333 -0.8160 2.5186 2.4 -0.3 2.0 -0.165
O -4.5903 -2.0945 2.1508 -1.3 1.6 0.6 -0.210
C -5.4018 -2.6933 1.1672 2.2 -1.5 -0.4 -0.127
N -4.2779 -1.1781 5.0029 0.0 0.6 -1.9 0.038
H -2.2834 0.3702 4.3998 -0.2 -0.2 0.2 0.077
H -2.7637 1.0736 2.8956 -0.5 0.2 0.0 0.075
H -2.3146 -0.5664 2.9015 0.0 -0.4 0.2 0.057
H -4.8404 0.6172 4.1153 -0.1 0.1 -0.1 0.117
H -5.0118 -0.1404 1.6718 -0.3 0.3 0.0 0.111
H -6.1671 -0.9256 2.8460 -0.2 0.1 -0.2 0.113
H -6.4565 -2.8690 1.3790 0.1 0.2 0.3 0.091
H -4.8126 -3.6088 1.1147 -0.9 -0.8 -0.5 0.090
H -5.2306 -2.2700 0.1775 -0.5 0.6 -0.1 0.080
H -5.0995 -1.7555 4.8952 -0.3 -0.3 0.4 0.054
H -3.5183 -1.8093 4.7917 0.2 -0.4 0.3 0.053
C 5.8058 -3.6873 4.4745 -0.1 0.8 1.1 -0.061
C 5.4795 -3.2543 3.0556 0.3 -1.2 -0.1 -0.447
C 5.6598 -1.8002 2.6758 -1.2 -0.6 0.5 -0.195
O 4.9143 -1.5988 1.4814 0.7 -1.1 1.0 -0.181
C 4.9837 -0.2748 1.1352 -1.5 0.7 -1.0 -0.153
N 6.2153 -4.1166 2.1798 0.9 -1.1 -1.2 0.026
H 6.6961 -3.2311 4.9073 0.3 0.2 -0.3 0.075
H 5.9443 -4.7641 4.5716 -0.2 0.1 -0.4 0.078
H 5.0043 -3.3968 5.1538 -0.2 0.0 0.1 0.059
H 4.4540 -3.5764 2.8746 -0.4 0.6 0.1 0.135
H 6.7019 -1.5173 2.5273 0.3 -0.1 0.0 0.130
H 5.2365 -1.1891 3.4730 0.0 0.4 0.1 0.111
H 4.5086 0.3507 1.8908 0.5 0.4 0.5 0.072
H 4.2609 -0.1990 0.3229 0.5 0.4 -0.6 0.087
H 5.9936 0.0300 0.8606 0.0 0.3 0.0 0.099
H 7.1495 -3.7932 1.9730 0.1 0.1 0.1 0.075
H 5.7670 -4.3139 1.2966 -0.1 0.3 0.0 0.073
C 1.2725 -1.5444 7.0225 -1.4 0.0 0.3 -0.073
C 1.3917 -1.5442 5.4974 2.4 0.3 1.7 -0.420
C 2.6808 -0.7438 5.1370 -1.3 -0.6 -1.0 -0.220
O 2.5464 0.5664 5.5758 0.4 0.5 0.0 -0.172
C 2.1773 1.5168 4.6046 0.1 0.2 0.2 -0.098
N 1.6472 -2.9397 5.1704 -0.8 -0.8 -1.2 0.037
H 1.1371 -0.6020 7.5532 0.5 0.4 -0.5 0.076
H 2.0636 -2.1336 7.4862 -0.1 0.0 -0.1 0.082
H 0.2935 -1.9960 7.1832 0.1 -0.7 0.5 0.071
H 0.4566 -1.1389 5.1109 0.3 0.3 -0.6 0.132
H 2.8159 -0.8380 4.0596 -0.1 0.5 -0.6 0.099
H 3.6077 -1.1862 5.5021 -0.3 -0.2 0.8 0.122
H 1.3253 1.2360 3.9855 -0.4 -0.2 0.2 0.082
H 2.9739 1.7210 3.8890 0.4 0.0 0.1 0.070
H 1.9670 2.4126 5.1888 -0.1 0.1 -0.4 0.096
H 2.0182 -3.0562 4.2383 1.0 0.5 -0.4 0.051
H 0.7630 -3.3643 4.9296 -0.7 -0.4 0.9 0.072
C -1.1619 0.8567 -1.9427 1.1 -0.1 1.0 -0.058
C -1.2597 0.1781 -0.5565 -0.4 -0.8 -0.6 -0.408
C -0.2157 0.6512 0.5113 -0.7 0.9 -3.0 -0.240
O -0.1150 -0.0994 1.6405 -0.6 0.1 1.8 -0.191
C 0.7701 -1.1961 1.5170 -1.5 0.1 -0.4 -0.053
N -2.6137 0.3978 -0.0607 -0.2 0.4 1.0 0.055
H -0.1043 0.8150 -2.2030 0.0 0.3 -0.4 0.054
H -1.5280 1.8806 -1.8667 0.1 0.1 -0.1 0.071
H -1.6900 0.3287 -2.7367 -0.2 -0.1 0.3 0.052
H -1.1020 -0.8893 -0.7113 0.3 -0.3 -0.1 0.102
H -0.5474 1.6819 0.6374 0.2 0.2 1.1 0.128
H 0.7789 0.6870 0.0668 0.1 0.2 -0.6 0.102
H 1.6566 -0.8500 0.9855 0.5 -0.4 0.4 0.085
H 0.2407 -1.9299 0.9091 0.4 -0.4 -0.2 0.087
H 0.8551 -1.6164 2.5191 0.7 0.1 -0.1 0.077
H -3.3330 -0.1407 -0.5219 0.2 -0.1 -0.5 0.070
H -2.6785 0.1115 0.9057 0.1 0.0 0.2 0.023
```
Forces are in eV/Å.

***

# C28H77N7O7

A cluster of 7 separate species, C28H77N7O7 in total at a distorted geometry (wB97M-V/def2-TZVPD, OMol25).

2S+1   2
Net charge   +1
Energy relative to the best compared isomer or geometry (same formula, charge and spin)   119.9 kJ/mol
Lowest unoccupied orbital energy (spin up / spin down)   -0.08011 / -0.27012 Eh
Highest occupied orbital energy (spin up / spin down)   -10.13 / -10.13 eV

Geometry as XYZ:
```
119
Properties=species:S:1:pos:R:3:forces:R:3:lowdin_charge:R:1
C 0.2887 -5.6808 -1.2152 0.2 0.0 -0.1 -0.081
C -0.7712 -6.0614 -0.1946 -0.7 -1.1 -0.3 -0.429
C -0.5626 -7.5341 0.3109 -0.6 2.1 0.0 -0.196
O -1.6662 -7.8636 1.1175 -0.5 0.0 -0.9 -0.188
C -1.4919 -9.0443 1.8526 0.9 -0.7 -0.2 -0.114
N -0.7985 -5.0321 0.8330 0.8 0.3 0.8 0.039
H 0.3714 -6.3217 -2.0930 -0.4 -0.2 0.1 0.087
H 1.2851 -5.7051 -0.7739 0.1 0.2 0.2 0.080
H 0.0776 -4.6738 -1.5748 0.1 0.0 0.0 0.043
H -1.7537 -6.0510 -0.6664 -0.1 -0.1 -0.2 0.132
H 0.3273 -7.5366 0.9403 0.5 -0.3 -0.2 0.127
H -0.4890 -8.1419 -0.5909 0.2 -0.5 0.2 0.130
H -2.3793 -9.6773 1.8558 -0.5 0.8 0.8 0.094
H -0.9988 -8.7533 2.7801 -0.7 -0.5 0.6 0.094
H -0.8104 -9.7700 1.4086 0.6 0.3 -0.6 0.082
H -1.5630 -5.0378 1.4931 -0.8 -0.5 -0.5 0.075
H -0.0590 -5.3061 1.4640 0.7 0.4 0.2 0.073
C -2.6056 -3.4383 -2.8358 -1.1 0.8 0.6 -0.048
C -3.4198 -2.2359 -3.3305 -1.2 -1.1 -1.6 -0.382
C -4.8300 -2.7989 -3.9389 2.0 1.6 0.1 -0.200
O -5.5552 -3.4205 -2.9186 -0.3 0.1 0.1 -0.206
C -6.9831 -3.2780 -3.0983 0.9 -0.3 0.2 -0.056
N -3.7076 -1.2745 -2.2840 -0.4 0.0 1.0 0.038
H -2.2931 -4.0944 -3.6482 0.5 0.3 0.2 0.096
H -3.2997 -4.0076 -2.2174 0.0 -0.2 0.1 0.079
H -1.8604 -3.0742 -2.1285 0.6 -0.4 -0.5 0.035
H -2.9283 -1.6226 -4.0857 0.2 -0.6 -0.5 0.133
H -4.6646 -3.3840 -4.8435 0.1 -0.6 0.2 0.126
H -5.2964 -1.8850 -4.3068 -0.6 0.2 0.1 0.109
H -7.2894 -3.8837 -3.9512 -0.2 0.3 -0.2 0.095
H -7.1712 -2.2094 -3.2022 -0.5 -0.1 -0.2 0.088
H -7.4972 -3.6781 -2.2244 0.3 0.1 0.1 0.092
H -4.5983 -1.6044 -1.9405 -0.2 -0.3 1.2 0.074
H -4.0103 -0.3877 -2.6609 0.4 0.3 -0.5 0.088
C 2.8003 0.5894 -3.6026 -0.3 -1.7 -0.9 -0.051
C 1.8734 -0.0571 -2.5377 1.1 1.6 0.1 -0.408
C 1.5876 -1.5297 -2.6873 2.7 0.4 -0.4 -0.170
O 2.9288 -2.1978 -2.7214 -3.5 1.1 -0.8 -0.192
C 2.6672 -3.5744 -2.5570 1.3 0.5 0.3 -0.118
N 2.5893 0.1690 -1.2621 -0.8 -0.6 0.1 0.074
H 2.4236 0.3869 -4.6051 -0.2 0.1 -0.2 0.072
H 3.7159 -0.0004 -3.5588 0.2 0.2 0.1 0.064
H 3.0682 1.6451 -3.5583 -0.5 -0.1 0.7 0.079
H 0.8972 0.4277 -2.5322 -0.2 0.4 0.1 0.123
H 0.9591 -1.7174 -3.5579 0.2 -0.5 -0.2 0.129
H 1.1120 -1.8622 -1.7646 -0.4 -0.2 0.2 0.094
H 2.3283 -3.6834 -1.5268 0.2 -0.7 0.2 0.072
H 3.6718 -3.9408 -2.7684 -0.4 -1.1 0.3 0.105
H 1.9046 -3.9870 -3.2176 0.1 0.1 -0.3 0.086
H 1.8725 0.2374 -0.5539 0.2 0.3 0.2 0.015
H 2.9897 -0.7403 -1.0802 0.9 -0.1 0.1 0.072
C -2.8266 1.3639 4.9116 0.1 0.0 -0.1 -0.063
C -3.6718 2.4277 4.2084 0.1 -0.4 1.0 -0.410
C -3.6175 2.4308 2.6782 -0.2 -0.2 -0.1 -0.183
O -3.9912 1.1457 2.1379 -0.5 -0.2 0.0 -0.208
C -4.3371 1.1247 0.7460 0.6 1.2 0.8 -0.096
N -5.0662 2.3557 4.7569 1.3 0.0 -0.9 0.050
H -2.8906 0.3875 4.4315 -0.2 -0.1 0.1 0.068
H -3.1485 1.3185 5.9520 -0.1 -0.2 -0.1 0.079
H -1.7726 1.6391 4.9485 0.1 0.1 -0.2 0.068
H -3.2666 3.3742 4.5664 -0.1 0.3 -0.3 0.119
H -2.6680 2.6894 2.2095 0.5 0.2 0.4 0.105
H -4.2777 3.2673 2.4492 -0.6 -0.3 -0.8 0.122
H -3.5567 1.6680 0.2131 0.2 0.0 -0.4 0.071
H -5.2499 1.6932 0.5681 -0.3 -0.3 0.0 0.094
H -4.3889 0.1114 0.3477 -0.2 0.0 0.4 0.074
H -5.4847 1.5734 4.2742 -0.5 -0.2 0.1 0.066
H -5.5439 3.1845 4.4327 -0.4 0.1 0.0 0.065
C 1.3939 6.5660 0.4297 -2.8 -0.7 -0.6 -0.051
C 0.8948 7.2435 1.7094 -0.1 -1.1 -1.4 -0.488
C 0.5899 6.3470 2.9018 -1.4 0.4 -0.9 -0.166
O -0.8454 6.1501 2.8559 0.8 -0.3 0.9 -0.201
C -1.4469 5.9944 4.1401 0.0 0.8 -0.6 -0.108
N 1.8802 8.1948 1.9512 2.0 1.6 2.1 0.022
H 0.7796 5.6839 0.2491 0.0 -0.5 0.1 0.050
H 2.4320 6.2503 0.3268 0.0 0.6 0.4 0.083
H 1.0061 7.2182 -0.3529 1.0 0.1 -0.4 0.081
H 0.0445 7.9111 1.5702 -0.8 -1.0 -0.6 0.148
H 0.9240 6.9544 3.7430 -0.4 -0.4 0.7 0.116
H 1.0811 5.3749 2.8614 0.3 0.0 0.2 0.117
H -2.5095 6.1476 3.9513 -0.1 -0.5 0.3 0.088
H -1.1372 6.8073 4.7968 0.1 0.1 0.2 0.084
H -1.2068 5.0568 4.6415 -0.1 -0.3 -0.2 0.078
H 1.5086 8.7134 2.7342 0.2 1.0 0.2 0.079
H 2.6134 7.6774 2.4145 1.1 0.2 -0.2 0.080
C -0.0310 -1.1447 1.5539 0.3 1.1 -0.1 0.000
C -1.0272 -0.3132 0.6428 3.5 0.1 0.0 -0.268
C -0.5225 1.1981 0.5370 -0.9 -1.9 0.7 -0.153
O 0.8881 1.2207 0.5335 -1.9 1.0 0.7 -0.236
C 1.3493 2.5508 0.7966 1.4 -0.2 -0.1 -0.046
N -1.1011 -1.0437 -0.5867 -1.4 -0.1 1.6 0.332
H -0.2424 -2.2140 1.5587 -0.3 0.1 0.2 0.071
H 0.0340 -0.7038 2.5486 -0.7 -0.3 0.2 0.096
H 1.0040 -0.9856 1.2514 -0.1 -0.2 -0.6 0.077
H -1.9885 -0.3779 1.1526 -0.7 0.2 -0.2 0.159
H -0.9795 1.5583 1.4587 0.4 0.7 0.2 0.109
H -0.9692 1.7471 -0.2920 0.0 -0.1 -0.3 0.133
H 2.4345 2.4555 0.7574 0.0 0.2 -0.3 0.084
H 1.1533 2.9208 1.8029 -0.6 -0.3 0.1 0.093
H 1.0282 3.2758 0.0487 -0.2 -0.1 -0.1 0.092
H -1.7689 -0.8240 -1.3119 -0.4 0.8 -1.2 0.094
H -1.2238 -2.0211 -0.3634 0.6 -0.9 -0.3 0.108
C 5.3355 3.1756 -0.1187 -1.4 -1.1 -0.8 -0.083
C 5.7133 1.6749 0.0816 2.6 2.6 -0.7 -0.388
C 6.1658 1.0172 -1.2629 0.4 0.8 1.2 -0.166
O 7.2836 1.7365 -1.8795 -1.7 -0.5 0.0 -0.193
C 7.7036 1.1398 -3.1121 0.9 0.0 0.5 -0.107
N 6.8525 1.8200 1.0058 0.2 -1.3 1.0 0.005
H 4.8008 3.5297 0.7627 -0.2 0.1 0.0 0.060
H 4.6950 3.2262 -0.9993 -0.3 0.6 0.0 0.065
H 6.2017 3.8231 -0.2551 0.0 -0.4 -0.2 0.080
H 4.9657 1.0888 0.6161 -0.2 0.0 -0.5 0.121
H 5.2752 1.0293 -1.8912 0.2 -0.3 -0.4 0.090
H 6.5042 0.0215 -0.9762 -0.1 -0.3 -0.4 0.121
H 8.4525 0.3842 -2.8749 0.1 -0.3 0.0 0.082
H 8.2202 1.8892 -3.7118 -0.2 0.2 0.1 0.085
H 6.9657 0.6552 -3.7514 -0.6 0.2 0.4 0.080
H 6.5300 2.4934 1.6860 0.2 -0.1 0.5 0.054
H 7.6677 2.2536 0.5965 -0.1 -0.1 -0.6 0.066
```
Forces are in eV/Å.

***

Q: What is the energy relative to the best compared isomer or geometry (same formula, charge and spin) in the first record?
A: 397.1 kJ/mol

***

Q: Among the records above, which one has the highest energy relative to the best compared isomer or geometry (same formula, charge and spin)?
A: number 1

***

Q: Which value of energy relative to the best compared isomer or geometry (same formula, charge and spin) does entry 2 give?
A: 119.9 kJ/mol